[1]
The following is a DFT calculation (ωB97M-V with the def2-TZVPD basis set) of the ion C5H6NS with charge +1 at a distorted geometry.

Positions of all 13 atoms, in Å:
H  -1.34  -0.97  -0.45
S  2.43  2.12  0.10
H  0.68  -1.94  -0.66
C  1.33  -1.21  -0.04
C  -1.42  1.31  0.05
H  2.19  -1.02  -0.59
C  -0.49  2.30  0.12
H  1.69  -1.39  0.87
N  0.39  -0.08  0.14
C  -0.85  0.01  -0.15
H  -0.79  3.25  0.28
C  0.88  1.95  0.12
H  -2.43  1.46  0.11

HOMO-LUMO gap, eV: 7.74
Total charge: +1
ΔE to the lowest compared entry with this formula, charge and spin, kcal/mol: 49.7
E_LUMO, eV: -6.61

Atomic partial charges in e from the Mulliken method, atoms 1 to 5: 0.36 -0.13 0.28 -0.77 -0.53


[2]
The following is a DFT calculation (ωB97M-V with the def2-TZVPD basis set) of the molecule C5H6O at a distorted geometry.

Positions of all 12 atoms, in Å:
H  1.84  0.20  -0.42
H  1.58  1.88  -0.92
H  -0.40  -0.08  -2.16
C  -0.22  0.49  -0.08
C  -0.20  0.77  -1.51
C  -0.21  -0.54  0.79
H  0.80  -0.89  0.95
C  -1.08  -1.31  1.70
H  -2.14  -1.01  1.85
H  -0.48  1.75  -1.88
C  1.09  0.92  -0.72
O  -0.58  -2.18  2.40

HOMO-LUMO gap, eV: 8.43
Total charge: 0
ΔE to the lowest compared entry with this formula, charge and spin, kcal/mol: 86.2
SMILES string: O=CC=C1CC1
E_LUMO, eV: -0.48

Atomic partial charges in e from the Mulliken method, atoms 1 to 5: 0.26 0.24 0.25 0.65 -0.43


[3]
The following is a DFT calculation (ωB97M-V with the def2-TZVPD basis set) of a cluster of 2 separate species, C5H6O in total at a distorted geometry.

Positions of all 12 atoms, in Å:
H  1.06  2.09  0.88
O  -3.33  0.22  -0.07
C  -1.59  1.25  -0.48
H  1.37  2.66  -0.84
C  -1.99  -0.17  -0.36
C  -2.64  1.23  0.51
H  -1.86  -1.93  0.95
C  1.54  1.89  -0.02
C  -1.41  -1.47  0.06
H  -1.74  -2.33  -0.61
H  -0.23  -1.44  0.05
H  2.24  1.09  -0.09

HOMO-LUMO gap (spin up / spin down), eV: 7.44 / 9.49
Total charge: 0
ΔE to the lowest compared entry with this formula, charge and spin, kcal/mol: 218.1
E_LUMO (spin up / spin down), eV: -1.34 / 0.09

Atomic partial charges in e from the Mulliken method, atoms 1 to 5: 0.35 -0.14 -0.12 0.27 0.58


[4]
The following is a DFT calculation (ωB97M-V with the def2-TZVPD basis set) of the molecule C5H6O.

Positions of all 12 atoms, in Å:
C  -0.92  -1.30  1.01
H  -1.18  -1.67  2.03
H  -0.20  0.69  -1.91
H  1.41  0.42  0.71
O  -0.79  -2.07  0.09
H  0.55  -0.83  -1.38
C  -1.39  1.19  1.32
H  1.57  0.59  -1.75
C  0.53  0.73  0.13
H  0.50  1.83  0.18
C  0.61  0.26  -1.32
C  -0.69  0.17  0.89

HOMO-LUMO gap, eV: 9.88
Total charge: 0
ΔE to the lowest compared entry with this formula, charge and spin, kcal/mol: 89.4
E_LUMO, eV: -0.59

Atomic partial charges in e from the Mulliken method, atoms 1 to 5: -0.06 0.33 0.29 0.31 -0.44


Please write out number 2 again, unchanged.
The following is a DFT calculation (ωB97M-V with the def2-TZVPD basis set) of the molecule C5H6O at a distorted geometry.

Positions of all 12 atoms, in Å:
H  1.84  0.20  -0.42
H  1.58  1.88  -0.92
H  -0.40  -0.08  -2.16
C  -0.22  0.49  -0.08
C  -0.20  0.77  -1.51
C  -0.21  -0.54  0.79
H  0.80  -0.89  0.95
C  -1.08  -1.31  1.70
H  -2.14  -1.01  1.85
H  -0.48  1.75  -1.88
C  1.09  0.92  -0.72
O  -0.58  -2.18  2.40

HOMO-LUMO gap, eV: 8.43
Total charge: 0
ΔE to the lowest compared entry with this formula, charge and spin, kcal/mol: 86.2
SMILES string: O=CC=C1CC1
E_LUMO, eV: -0.48

Atomic partial charges in e from the Mulliken method, atoms 1 to 5: 0.26 0.24 0.25 0.65 -0.43


Repeat the third record exactly.
The following is a DFT calculation (ωB97M-V with the def2-TZVPD basis set) of a cluster of 2 separate species, C5H6O in total at a distorted geometry.

Positions of all 12 atoms, in Å:
H  1.06  2.09  0.88
O  -3.33  0.22  -0.07
C  -1.59  1.25  -0.48
H  1.37  2.66  -0.84
C  -1.99  -0.17  -0.36
C  -2.64  1.23  0.51
H  -1.86  -1.93  0.95
C  1.54  1.89  -0.02
C  -1.41  -1.47  0.06
H  -1.74  -2.33  -0.61
H  -0.23  -1.44  0.05
H  2.24  1.09  -0.09

HOMO-LUMO gap (spin up / spin down), eV: 7.44 / 9.49
Total charge: 0
ΔE to the lowest compared entry with this formula, charge and spin, kcal/mol: 218.1
E_LUMO (spin up / spin down), eV: -1.34 / 0.09

Atomic partial charges in e from the Mulliken method, atoms 1 to 5: 0.35 -0.14 -0.12 0.27 0.58


- What is the formula in the third record?
  C5H6O